Entry 1:
18
Properties=species:S:1:pos:R:3 method="wB97M-V/def2-TZVPD" spin_multiplicity=1 de_lowest_ev=1.8825 lumo_energy_ha=0.1540 e_tot_ev=-10467.7968 homo_lumo_gap_ev=7.830 total_charge=-1
O 1.1160 1.5356 1.8155
O 0.0645 0.8181 -0.5983
O -1.8145 1.3660 -2.3480
C -0.1708 -0.4700 -0.3374
C 0.9476 -1.3678 -1.0420
C -0.0245 0.7696 1.9702
C -0.1268 -0.6802 1.2415
H -1.0131 1.4234 1.8771
H -1.2653 0.7126 -2.9797
H 0.8420 -1.2735 1.4198
H 1.4243 -0.7620 -1.8062
H -1.1188 -1.1652 1.4497
H 0.0688 0.5757 3.0045
H 1.6539 -1.6802 -0.3676
H 0.4816 -2.1150 -1.6496
H -1.1358 -0.7193 -0.7927
H 1.1072 1.8043 0.7622
H -1.0363 1.2280 -1.6190



Entry 2:
18
Properties=species:S:1:pos:R:3 method="wB97M-V/def2-TZVPD" spin_multiplicity=1 de_lowest_ev=1.4914 lumo_energy_ha=-0.1106 e_tot_ev=-8883.3828 homo_lumo_gap_ev=11.967 total_charge=+1
O 1.8945 -0.7505 1.6464
O 0.3598 -0.9313 -1.6436
N -0.0284 0.6532 0.4655
C -1.1416 -0.3405 0.0099
C -0.5055 2.0687 0.8066
C -1.0198 -0.6136 -1.4492
H 0.4937 0.3683 1.3010
H -2.2214 0.0591 0.1840
H -1.6796 -1.4427 -1.7792
H -0.8018 -1.2528 0.5424
H 2.6652 -0.5201 1.0988
H 1.9475 -1.7809 1.6043
H -0.9269 1.9710 1.7908
H 0.5818 -1.4151 -2.4503
H 0.2625 2.8647 0.6690
H 0.4422 0.7112 -0.4624
H -1.2515 0.1462 -2.1839
H -1.3151 2.2806 0.0753



Entry 3:
13
Properties=species:S:1:pos:R:3 method="wB97M-V/def2-TZVPD" spin_multiplicity=1 de_lowest_ev=1.9591 lumo_energy_ha=-0.1404 e_tot_ev=-26829.9737 smiles=N[C@@H]1[NH2+]CSS1 homo_lumo_gap_ev=9.123 total_charge=+1
S 0.8134 1.9382 1.3196
S 1.8479 0.1894 1.5918
N -1.5237 0.0552 1.0799
N 0.2766 -0.1323 -0.4956
C -0.6934 0.7806 0.2667
C 1.7723 -0.2324 -0.1668
H -1.0062 -0.4871 1.7332
H -2.3394 0.5611 1.3097
H 2.1582 -1.1524 -0.2631
H 0.2081 -0.0704 -1.5588
H -0.3014 -1.0018 -0.2360
H -1.1112 1.4192 -0.3823
H 2.3729 0.5716 -0.7765



Entry 4:
13
Properties=species:S:1:pos:R:3 method="wB97M-V/def2-TZVPD" spin_multiplicity=1 de_lowest_ev=5.7083 lumo_energy_ha=0.0191 e_tot_ev=-19066.4583 smiles="C1=NSCCON1" homo_lumo_gap_ev=8.973 total_charge=0
S -1.5342 0.7430 -1.0324
O 0.8905 -0.0787 0.5364
N 1.1367 -0.9006 -0.5878
N 0.1950 1.0170 -1.7605
C -1.3360 0.6913 0.8208
C 1.0601 0.0056 -1.5718
C -0.2739 -0.4378 1.0471
H -0.5172 -1.4339 0.7173
H -2.3995 0.6905 1.1922
H 1.9148 -0.1143 -2.2883
H 2.1762 -1.2140 -0.5547
H -0.4014 -0.6362 2.1348
H -0.9112 1.6681 1.3469



Entry 5:
88
Properties=species:S:1:pos:R:3 method="wB97M-V/def2-TZVPD" spin_multiplicity=1 lumo_energy_ha=0.0118 e_tot_ev=-73254.2082 smiles="C=CC[C@@]1(OCC)CCOS(=O)(=O)C1.CN(C)P(=O)(N(C)C)N(C)C.CN(C)P(=O)(N(C)C)N(C)C" homo_lumo_gap_ev=8.237 total_charge=0
S -3.9492 -4.9020 -3.7992
P -0.9982 3.0032 0.0867
P 3.5203 -0.4381 3.6833
O -0.9841 2.5747 -1.3549
O -2.8298 -5.7736 -3.6385
O -4.6479 -5.1648 -5.2077
O 2.0943 -0.2644 3.2723
O -2.6181 -1.3735 -5.3533
O -4.9683 -4.9749 -2.7965
N 3.2423 -0.4666 5.4173
N 4.0443 -1.8782 2.9325
N 5.0742 0.1562 3.9028
N 0.3484 4.0968 0.0897
N -2.6060 3.6814 0.0701
N -1.1283 2.9929 1.7749
C -0.1147 2.2304 2.5063
C -4.9153 -3.9457 -5.9339
C -0.2840 -3.0412 -4.4694
C 4.1313 -1.7715 1.4790
C 3.7228 -3.2107 3.4096
C -3.4559 -3.1919 -3.8814
C -3.6115 0.0623 -3.6124
C -2.0039 3.8031 2.5984
C 6.2827 -0.6370 3.9959
C -2.9481 4.9591 -0.5215
C 3.3813 -1.6617 6.2255
C 2.0776 0.2969 5.8567
C 0.2033 5.5350 0.0297
C -2.3503 -0.5828 -4.1973
C -1.4049 -3.5084 -5.3537
C -3.6666 2.6931 -0.0489
C -3.6499 -3.2516 -6.3617
C 5.2111 1.5700 4.2302
C 1.4683 3.6654 -0.7434
C -2.7503 -2.7711 -5.1855
C 0.0970 -3.6342 -3.3440
H 3.2332 -1.4062 7.2769
H -2.9954 4.9409 -1.6200
H 4.3567 2.1373 3.8568
H -1.5605 -4.5808 -5.2673
H 0.7139 2.8765 2.8197
H -3.4143 1.0727 -3.2636
H 4.1141 -2.7579 1.0203
H -5.4506 -4.2571 -6.8289
H -3.4056 1.8932 -0.7511
H -2.2554 5.7410 -0.2213
H 6.1422 -1.5399 4.5897
H 1.1374 -0.2600 5.7488
H 1.1211 -3.5690 -3.0023
H -3.9903 -0.5210 -2.7726
H 5.2686 1.7232 5.3143
H 0.3003 1.4360 1.8858
H 6.1012 1.9978 3.7659
H -2.7700 -3.0546 -3.0445
H 6.6706 -0.9339 3.0177
H -0.5353 1.7458 3.3882
H 5.0637 -1.2797 1.1782
H 4.3881 -2.0811 6.1615
H 1.3283 3.9147 -1.8031
H 1.6128 2.5887 -0.6760
H 7.0509 -0.0374 4.4848
H 3.2997 -1.1998 1.0541
H -1.7183 0.2344 -4.5484
H 2.3848 4.1442 -0.3903
H -3.0659 -3.8746 -7.0376
H -4.5983 3.1354 -0.3978
H -0.3865 5.9193 0.8645
H -4.3492 0.0682 -4.4140
H -3.8702 2.2276 0.9250
H 0.2722 -2.1717 -4.8052
H -3.9522 -2.3803 -6.9452
H -3.0199 3.4049 2.6587
H -5.6126 -3.3125 -5.3840
H -0.5943 -4.2381 -2.7681
H -2.0672 4.8328 2.2500
H 2.6499 -2.4399 5.9661
H -1.5988 3.8198 3.6122
H 2.2043 0.5667 6.9081
H -0.2404 5.8780 -0.9145
H 4.4078 -3.9243 2.9467
H 2.6923 -3.5196 3.1905
H -3.9209 5.2778 -0.1368
H -1.7514 -1.0919 -3.4428
H -1.1055 -3.3234 -6.3875
H 1.9781 1.2199 5.2896
H -4.3569 -2.6108 -3.7097
H 3.8920 -3.3061 4.4782
H 1.1877 5.9985 0.1225



Entry 6:
49
Properties=species:S:1:pos:R:3 method="wB97M-V/def2-TZVPD" spin_multiplicity=1 lumo_energy_ha=-0.0414 e_tot_ev=-64296.7728 homo_lumo_gap_ev=7.509 total_charge=0
Rb -27.8806 22.1347 9.0064
S -30.1521 19.4055 2.8585
F -25.8429 25.4563 -2.9666
F -24.4455 23.5222 2.5782
F -23.8691 26.1902 -3.7326
F -24.8549 22.6450 0.6058
F -23.5074 24.2236 -1.8697
F -22.9257 26.1759 -1.1346
F -26.7717 24.9057 2.5231
F -27.2095 24.2887 0.4461
O -30.5989 18.1398 2.3464
O -30.3634 20.4548 1.6351
O -28.6684 23.0580 4.2913
O -30.7560 19.9406 4.0527
O -24.9006 25.3282 -0.4825
O -26.8863 21.8314 4.2331
O -27.6385 22.5578 6.1383
N -30.6770 22.6528 7.6485
N -27.7261 22.4983 4.8836
C -24.0100 25.4220 -1.5063
C -25.0375 23.7346 1.3915
C -31.5903 23.4175 8.2513
C -32.7706 23.8414 7.6493
C -32.1421 22.1179 1.9009
C -28.3965 19.4764 3.0137
C -30.6459 21.8229 1.9352
C -32.0014 22.7588 5.6701
C -24.7063 26.1294 -2.6676
C -30.9044 22.3133 6.3768
C -26.5442 23.9184 1.5853
C -32.9638 23.5125 6.3106
C -24.3423 24.9461 0.7685
H -31.4498 23.6921 9.2917
H -32.5053 22.1396 0.8724
H -32.7280 21.3330 2.3866
H -30.2349 22.1534 2.8925
H -24.4997 25.7959 1.4366
H -27.9440 18.8149 2.2803
H -23.2702 24.7531 0.7600
H -28.2232 19.0439 3.9985
H -27.0158 23.0061 1.9735
H -32.3873 23.0452 2.4178
H -32.1761 22.4909 4.6379
H -33.4333 24.4976 8.1955
H -28.1147 20.5204 2.9010
H -24.9697 27.1620 -2.4213
H -30.1412 22.3700 1.1374
H -33.8990 23.7634 5.8262
H -30.1982 21.6556 5.8901



Entry 7:
10
Properties=species:S:1:pos:R:3 method="wB97M-V/def2-TZVPD" spin_multiplicity=1 de_lowest_ev=3.3425 lumo_energy_ha=-0.0274 e_tot_ev=-26786.6721 homo_lumo_gap_ev=8.173 total_charge=0
S 1.9260 -1.0256 -0.4518
S -0.9273 -1.0863 0.5807
N -0.6728 1.3928 -1.3916
N -0.5354 0.5754 0.8152
C 0.5414 -1.8299 0.1297
C -0.1168 1.4466 -0.2808
H -0.0515 0.5805 1.8655
H -1.5808 0.7322 -1.4127
H 0.8906 2.2024 -0.2528
H 0.5267 -2.9882 0.3985